Record 1
Entry from the Open Molecules 2025 dataset: a structure of composition C17H18ClI2N2O4P2S (wB97M-V/def2-TZVPD).

Structure (XYZ):
```
47
Properties=species:S:1:pos:R:3
C 2.048 -1.825 0.537
C 2.978 -0.811 -0.083
O 2.359 0.390 -0.640
N 1.006 0.477 -0.464
C 0.153 -0.035 -1.429
P 0.756 -0.764 -3.045
O 2.341 -0.928 -2.897
O 0.270 -2.288 -3.054
S 0.244 0.264 -4.546
C -1.199 0.052 -1.209
C -2.110 -0.507 -2.231
I -2.978 0.911 -3.506
C -2.421 -1.797 -2.242
C -1.915 -2.792 -1.246
I -3.730 -2.658 -3.600
C -1.698 0.676 -0.013
C -3.078 0.744 0.364
Cl -4.388 -0.005 -0.437
C -3.415 1.432 1.499
O -4.764 1.524 1.831
C -5.047 1.109 3.033
N -5.320 0.758 4.099
C -2.494 2.079 2.316
C -1.179 1.991 2.014
C -0.759 1.282 0.870
C 0.624 1.162 0.612
P 1.838 2.034 1.734
C 3.033 2.805 0.603
C 2.735 0.777 2.718
H 2.661 -2.569 1.039
H 1.350 -1.413 1.260
H 1.472 -2.359 -0.217
H 3.531 -1.280 -0.885
H 3.709 -0.468 0.641
H 2.643 -1.610 -3.515
H 0.774 -2.841 -2.442
H -1.159 -2.371 -0.588
H -2.737 -3.208 -0.669
H -1.458 -3.625 -1.781
H -2.831 2.626 3.183
H -0.459 2.475 2.649
H 3.851 2.163 0.289
H 2.492 3.106 -0.292
H 3.410 3.705 1.076
H 3.732 0.575 2.336
H 2.187 -0.151 2.842
H 2.851 1.216 3.705
```

For the energy above the lowest of the compared OMol25 structures with the same formula, charge and spin, the calculation gives 0.0 kJ/mol. As for the total charge: +1.

Results of the natural (NBO) charge analysis, in e, for atoms 1 through 2: -0.65, -0.08

***

Record 2
Entry from the Open Molecules 2025 dataset: the molecule C2H4N2S3 (wB97M-V/def2-TZVPD).

Structure (XYZ):
```
11
Properties=species:S:1:pos:R:3
C -0.086 -0.915 0.467
C -1.165 -0.256 0.006
N 0.629 1.106 0.627
N 1.055 -0.163 0.635
S -0.784 1.362 -0.335
S -2.843 -0.915 -0.272
S 2.127 -0.602 -0.898
H -0.168 -1.904 0.933
H 1.254 1.869 0.445
H -3.327 0.217 -1.083
H 3.309 0.199 -0.525
```

Its SMILES is SC1=CN(S)NS1. For the energy above the lowest of the compared OMol25 structures with the same formula, charge and spin, the calculation gives 329.0 kJ/mol. As for the total charge: 0.

Results of the natural (NBO) charge analysis, in e, for atoms 1 through 2: -0.14, -0.36

***

Record 3
Entry from the Open Molecules 2025 dataset: the ion H3INS with charge +1 (wB97M-V/def2-TZVPD).

Structure (XYZ):
```
6
Properties=species:S:1:pos:R:3
N 1.031 -0.027 0.211
S -0.479 0.537 -0.520
I -2.272 -1.066 -0.225
H 1.705 -0.261 -0.576
H 0.873 -0.849 0.834
H -0.857 1.665 0.277
```

For the energy above the lowest of the compared OMol25 structures with the same formula, charge and spin, the calculation gives 34.5 kJ/mol. As for the total charge: +1.

Results of the natural (NBO) charge analysis, in e, for atoms 1 through 2: -0.90, 0.51

***

Record 4
Entry from the Open Molecules 2025 dataset: the molecule C4H7NO (wB97M-V/def2-TZVPD).

Structure (XYZ):
```
13
Properties=species:S:1:pos:R:3
C 1.594 0.320 -0.235
C 0.400 0.359 0.707
C -0.784 -0.373 0.128
O -1.871 -0.348 0.949
C -1.162 0.580 -1.278
N -1.537 -0.383 -1.841
H 2.450 0.832 0.209
H 1.893 -0.712 -0.453
H 1.350 0.809 -1.183
H 0.079 1.382 0.911
H 0.645 -0.118 1.663
H -0.519 -1.395 -0.176
H -2.540 -0.953 0.599
```

Its SMILES is CC[C@@H](O)C#N. For the energy above the lowest of the compared OMol25 structures with the same formula, charge and spin, the calculation gives 304.1 kJ/mol. As for the total charge: 0.

Results of the natural (NBO) charge analysis, in e, for atoms 1 through 2: -0.61, -0.43

***

Record 5
Entry from the Open Molecules 2025 dataset: a cluster of 3 separate species, C34H40F2N2O2S in total (wB97M-V/def2-TZVPD).

Structure (XYZ):
```
81
Properties=species:S:1:pos:R:3
C 1.273 -3.164 -2.777
O 1.462 -2.959 -1.390
C 1.439 -1.592 -1.026
C 0.062 -1.093 -0.641
C -1.032 -1.931 -0.850
C -2.312 -1.565 -0.465
C -2.512 -0.339 0.159
C -1.420 0.498 0.386
C -0.120 0.152 -0.017
C 1.022 1.081 0.304
C 1.953 1.468 -0.861
C 2.348 2.951 -0.847
C 2.001 3.715 -2.148
C 0.902 4.785 -1.967
N -0.455 4.348 -2.305
S -1.749 2.020 1.243
C -3.343 2.393 0.559
C -3.696 3.712 0.322
C -4.977 4.008 -0.122
C -5.875 2.966 -0.334
C -5.530 1.630 -0.134
C -6.547 0.539 -0.377
C -7.639 0.854 -1.400
C -8.546 -0.362 -1.615
O -8.951 -0.484 -2.971
C -4.230 1.342 0.324
N -3.829 0.009 0.583
H 0.844 -4.146 -2.934
H 2.229 -3.097 -3.301
H 0.612 -2.409 -3.203
H 1.827 -1.013 -1.862
H 2.156 -1.473 -0.215
H -0.889 -2.901 -1.293
H -3.134 -2.246 -0.627
H 0.629 2.007 0.703
H 1.592 0.640 1.123
H 2.871 0.887 -0.774
H 1.529 1.185 -1.816
H 1.875 3.462 -0.012
H 3.416 3.058 -0.684
H 1.649 3.014 -2.901
H 2.899 4.177 -2.548
H 0.912 5.139 -0.943
H 1.137 5.613 -2.633
H -0.433 3.792 -3.149
H -0.832 3.754 -1.576
H -3.004 4.521 0.492
H -5.294 5.020 -0.300
H -6.865 3.219 -0.671
H -6.060 -0.369 -0.729
H -7.034 0.271 0.563
H -7.179 1.098 -2.356
H -8.238 1.705 -1.097
H -8.026 -1.259 -1.279
H -9.432 -0.280 -0.989
H -8.507 -1.244 -3.348
H -4.461 -0.608 0.098
F 4.966 2.483 1.763
C 5.054 1.329 2.455
C 3.929 0.842 3.088
C 4.018 -0.349 3.792
C 5.226 -1.030 3.860
C 6.346 -0.519 3.218
C 6.265 0.669 2.506
H 2.998 1.391 3.026
H 3.142 -0.748 4.286
H 5.294 -1.959 4.410
H 7.289 -1.048 3.271
H 7.124 1.080 1.993
F 6.532 -4.497 0.099
C 5.424 -4.692 0.842
C 4.223 -4.174 0.401
C 3.086 -4.379 1.168
C 3.164 -5.091 2.358
C 4.383 -5.601 2.781
C 5.527 -5.405 2.019
H 4.180 -3.619 -0.527
H 2.138 -3.982 0.828
H 2.275 -5.246 2.954
H 4.448 -6.154 3.709
H 6.486 -5.799 2.327
```

Its SMILES is COCc1ccc2c(c1CCCCCN)Sc1cccc(CCCO)c1N2.Fc1ccccc1.Fc1ccccc1. As for the total charge: 0.

Results of the Löwdin charge analysis, in e, for atoms 1 through 2: -0.10, -0.22

***

Record 6
Entry from the Open Molecules 2025 dataset: the molecule C16H23N3O4 (wB97M-V/def2-TZVPD).

Structure (XYZ):
```
46
Properties=species:S:1:pos:R:3
C 7.532 1.345 0.362
H 7.533 2.196 -0.314
H 8.238 1.540 1.165
H 7.872 0.469 -0.186
C 6.133 1.118 0.949
N 5.090 0.796 -0.005
C 5.151 -0.561 -0.519
H 4.742 -0.581 -1.530
C 4.306 -1.487 0.371
N 2.991 -0.925 0.524
C 1.853 -1.510 0.168
O 1.709 -2.660 -0.223
C 0.643 -0.575 0.317
O 0.764 0.585 0.664
N -0.488 -1.238 0.002
C -1.809 -0.812 -0.007
C -2.171 0.489 0.344
C -3.499 0.863 0.323
C -4.484 -0.050 -0.049
C -4.118 -1.349 -0.400
C -2.794 -1.728 -0.380
H -2.510 -2.734 -0.652
H -4.892 -2.044 -0.686
C -5.920 0.306 -0.085
O -6.799 -0.458 -0.408
O -6.138 1.579 0.284
C -7.481 2.040 0.291
H -7.579 2.835 -0.451
H -7.700 2.432 1.284
H -8.158 1.219 0.050
H -3.781 1.867 0.595
H -1.407 1.192 0.631
H -0.307 -2.207 -0.268
H 2.959 0.062 0.758
H 4.203 -2.478 -0.077
H 4.770 -1.586 1.357
H 6.176 -0.952 -0.564
C 4.847 1.818 -1.008
C 3.389 1.822 -1.463
H 2.724 1.963 -0.615
H 3.229 2.635 -2.167
H 3.123 0.890 -1.955
H 5.068 2.785 -0.551
H 5.503 1.702 -1.886
H 5.821 2.021 1.483
H 6.176 0.303 1.676
```

Its SMILES is CCN(CC)CCNC(=O)C(=O)Nc1ccc(C(=O)OC)cc1. For the energy above the lowest of the compared OMol25 structures with the same formula, charge and spin, the calculation gives 22.4 kJ/mol. As for the total charge: 0.

Results of the natural (NBO) charge analysis, in e, for atoms 1 through 2: -0.64, 0.21

***

The records above give, respectively, HOMO level values of -0.4171; -0.2785; -0.5627; -0.4044; -0.2836; -0.3196 Ha.
The records above give, respectively, orbital gap values of 0.246; 0.286; 0.314; 0.416; 0.302; 0.328 hartree.